(1)
The following is a DFT calculation (the ωB97M-V functional and the def2-TZVPD basis) of a 13-piece molecular cluster, C54H139N5O18 overall in a non-equilibrium geometry.

Last column: Löwdin charge in e.
Cartesian coordinates (Å):
C  -5.362  4.697  -2.036  -0.096
O  -5.901  3.445  -1.675  -0.216
C  -6.930  3.579  -0.727  -0.222
C  -7.622  2.204  -0.576  -0.248
N  -6.684  1.222  -0.324  -0.085
C  -7.232  -0.101  -0.169  -0.212
C  -6.189  -1.145  0.187  -0.212
O  -4.947  -0.957  -0.541  -0.198
C  -3.966  -1.934  -0.170  -0.097
H  -6.150  5.510  -2.025  0.104
H  -4.925  4.480  -3.002  0.089
H  -4.674  5.037  -1.287  0.071
H  -7.671  4.320  -1.109  0.126
H  -6.555  3.924  0.221  0.107
H  -8.233  2.069  -1.533  0.139
H  -8.363  2.285  0.196  0.116
H  -5.947  1.284  -1.058  0.140
H  -7.690  -0.420  -1.112  0.118
H  -7.952  -0.209  0.655  0.130
H  -6.682  -2.161  0.090  0.139
H  -5.982  -0.948  1.260  0.102
H  -3.039  -1.660  -0.675  0.064
H  -4.240  -2.930  -0.384  0.066
H  -3.742  -1.766  0.905  0.081
C  -4.503  3.507  -7.629  -0.146
O  -3.284  3.745  -6.996  -0.180
C  -2.613  2.522  -6.848  -0.272
C  -1.671  2.580  -5.722  -0.235
N  -2.229  2.449  -4.359  -0.027
C  -1.174  2.467  -3.364  -0.218
C  -1.649  2.034  -1.993  -0.272
O  -2.660  2.870  -1.562  -0.181
C  -3.171  2.479  -0.279  -0.072
H  -5.184  2.787  -7.125  0.089
H  -4.277  3.082  -8.625  0.087
H  -5.066  4.503  -7.711  0.111
H  -2.067  2.176  -7.805  0.152
H  -3.341  1.711  -6.602  0.129
H  -0.973  3.477  -5.778  0.143
H  -0.987  1.762  -5.838  0.083
H  -2.957  3.134  -4.263  0.101
H  -0.573  3.451  -3.254  0.137
H  -0.434  1.805  -3.763  0.084
H  -0.809  2.059  -1.287  0.088
H  -1.937  0.970  -2.095  0.122
H  -4.131  2.949  -0.156  0.058
H  -2.387  2.725  0.468  0.082
H  -3.389  1.396  -0.272  0.090
C  5.032  5.007  3.413  -0.119
O  4.236  4.499  2.385  -0.229
C  4.815  4.841  1.097  -0.187
C  3.979  4.212  0.026  -0.198
N  2.550  4.490  0.136  -0.049
C  1.869  4.996  -0.976  -0.244
C  0.408  5.138  -0.695  -0.249
O  0.072  6.018  0.350  -0.172
C  -1.317  6.002  0.550  -0.117
H  4.647  4.676  4.320  0.062
H  5.037  6.123  3.321  0.107
H  6.061  4.639  3.369  0.091
H  5.827  4.471  1.083  0.118
H  4.805  5.942  0.971  0.133
H  4.137  3.135  0.030  0.091
H  4.329  4.477  -0.991  0.129
H  2.316  4.921  1.017  0.105
H  2.070  4.353  -1.815  0.113
H  2.241  6.008  -1.219  0.129
H  -0.056  4.116  -0.477  0.126
H  -0.078  5.448  -1.654  0.129
H  -1.607  6.496  1.505  0.097
H  -1.730  4.993  0.632  0.066
H  -1.799  6.487  -0.287  0.084
C  2.330  -3.590  -1.773  -0.107
O  2.434  -3.198  -3.108  -0.231
C  3.179  -4.077  -3.929  -0.204
C  2.805  -3.866  -5.403  -0.211
N  3.746  -4.549  -6.269  -0.071
C  3.352  -4.369  -7.623  -0.256
C  4.334  -4.960  -8.627  -0.223
O  5.473  -4.136  -8.522  -0.213
C  6.479  -4.269  -9.537  -0.080
H  3.340  -3.801  -1.338  0.108
H  1.699  -4.504  -1.765  0.089
H  1.810  -2.756  -1.261  0.078
H  2.996  -5.112  -3.677  0.122
H  4.223  -3.917  -3.818  0.110
H  2.698  -2.826  -5.526  0.100
H  1.776  -4.281  -5.495  0.123
H  4.706  -4.206  -6.180  0.120
H  3.163  -3.293  -7.774  0.122
H  2.357  -4.922  -7.675  0.143
H  3.949  -4.866  -9.679  0.131
H  4.539  -6.025  -8.288  0.141
H  7.129  -5.072  -9.307  0.070
H  7.034  -3.343  -9.585  0.085
H  6.039  -4.468  -10.497  0.075
C  0.602  5.983  6.337  -0.049
O  0.291  4.771  5.620  -0.201
C  0.285  4.823  4.260  -0.235
C  0.467  3.342  3.717  -0.166
N  1.819  2.864  4.015  -0.067
C  2.035  1.619  3.325  -0.213
C  3.517  1.141  3.490  -0.153
O  3.614  -0.172  2.940  -0.222
C  4.211  -0.405  1.655  -0.079
H  0.840  5.591  7.341  0.106
H  -0.195  6.626  6.437  0.052
H  1.362  6.517  5.829  0.073
H  1.110  5.423  3.865  0.116
H  -0.662  5.272  3.958  0.115
H  0.204  3.257  2.635  0.109
H  -0.243  2.618  4.201  0.120
H  2.554  3.497  3.690  0.097
H  1.741  1.682  2.270  0.092
H  1.259  0.905  3.712  0.106
H  3.742  1.062  4.544  0.113
H  4.120  1.857  2.925  0.112
H  5.315  -0.309  1.663  0.092
H  3.699  0.237  0.912  0.066
H  4.041  -1.466  1.428  0.085
C  1.793  0.717  -2.144  -0.042
C  3.221  0.847  -1.719  -0.434
C  3.974  -0.510  -1.848  -0.037
O  3.924  1.969  -2.376  -0.058
H  1.839  0.461  -3.213  0.083
H  1.284  1.682  -1.932  0.076
H  1.268  -0.053  -1.569  0.078
H  3.256  1.138  -0.696  0.079
H  4.146  -0.848  -2.863  0.076
H  3.566  -1.342  -1.394  0.019
H  5.007  -0.410  -1.502  0.085
H  4.057  1.737  -3.301  0.082
C  -3.862  -4.777  3.848  -0.066
C  -2.415  -4.549  3.843  -0.473
C  -1.680  -4.743  5.210  -0.045
O  -1.721  -5.326  2.827  -0.080
H  -4.098  -5.695  4.508  0.112
H  -4.206  -5.020  2.835  0.085
H  -4.480  -3.954  4.212  0.085
H  -2.248  -3.518  3.555  0.119
H  -0.627  -4.403  5.159  0.080
H  -1.731  -5.743  5.660  0.081
H  -2.077  -4.083  5.976  0.073
H  -1.360  -6.124  3.219  0.094
C  1.758  -0.166  8.046  -0.046
C  1.358  0.730  6.830  -0.514
C  -0.067  1.222  7.037  -0.050
O  2.257  1.757  6.689  -0.042
H  0.967  -0.859  8.405  0.084
H  2.078  0.439  8.901  0.077
H  2.674  -0.642  7.709  0.065
H  1.427  0.135  5.939  0.107
H  -0.406  1.248  8.059  0.066
H  -0.846  0.615  6.560  0.074
H  -0.190  2.245  6.668  0.063
H  1.916  2.423  6.105  0.040
C  -0.566  -6.291  -0.049  -0.058
C  -1.300  -5.141  -0.722  -0.515
C  -2.090  -5.682  -1.853  -0.075
O  -2.135  -4.360  0.156  -0.059
H  -1.237  -7.138  0.196  0.088
H  0.026  -5.995  0.860  0.089
H  0.084  -6.642  -0.899  0.094
H  -0.543  -4.542  -1.179  0.091
H  -2.691  -4.873  -2.354  0.092
H  -2.806  -6.507  -1.631  0.093
H  -1.462  -6.184  -2.594  0.085
H  -1.922  -4.601  1.068  0.043
C  -3.992  1.067  3.473  -0.063
C  -5.460  1.446  3.607  -0.436
C  -5.504  2.981  3.629  -0.063
O  -6.355  1.089  2.511  -0.100
H  -3.840  0.119  2.955  0.065
H  -3.587  1.011  4.494  0.082
H  -3.429  1.818  2.892  0.068
H  -5.819  0.993  4.523  0.130
H  -6.437  3.351  4.019  0.074
H  -5.266  3.377  2.655  0.063
H  -4.671  3.350  4.234  0.077
H  -6.187  1.639  1.690  0.076
C  -1.532  -2.039  -2.905  -0.035
C  -1.101  -2.373  -4.339  -0.475
C  -0.249  -1.286  -5.022  -0.036
O  -0.416  -3.599  -4.441  -0.062
H  -1.817  -2.921  -2.366  0.041
H  -2.379  -1.374  -2.878  0.070
H  -0.699  -1.527  -2.407  0.072
H  -2.030  -2.466  -4.931  0.139
H  0.508  -0.931  -4.340  0.043
H  -0.878  -0.444  -5.446  0.082
H  0.248  -1.818  -5.884  0.092
H  0.450  -3.463  -4.004  0.060
C  5.772  -5.250  3.890  -0.055
C  6.696  -4.447  3.056  -0.595
C  7.771  -3.861  3.868  -0.083
O  7.271  -5.153  1.995  -0.035
H  5.256  -4.547  4.615  0.109
H  6.324  -5.981  4.425  0.068
H  4.984  -5.647  3.196  0.099
H  6.165  -3.583  2.663  0.128
H  8.476  -3.257  3.159  0.115
H  8.396  -4.681  4.290  0.098
H  7.484  -3.190  4.623  0.058
H  7.593  -4.572  1.296  0.095
C  0.354  -1.656  2.785  -0.035
C  -0.450  -1.319  1.517  -0.456
C  -0.406  0.172  1.205  -0.052
O  0.082  -1.989  0.360  -0.061
H  1.343  -1.300  2.626  0.051
H  0.330  -2.717  3.067  0.077
H  0.043  -1.171  3.674  0.056
H  -1.537  -1.555  1.707  0.127
H  -0.817  0.802  2.028  0.087
H  -0.973  0.277  0.263  0.063
H  0.615  0.497  0.931  0.071
H  -0.465  -2.797  0.342  0.064

Output
2S+1: 1
electronic energy: -3768.567568 Eh
HOMO level: -0.302 Eh

=====

(2)
The following is a DFT calculation (the ωB97M-V functional and the def2-TZVPD basis) of C27H34N7O2PS6Ti as an isolated structure.

Last column: Löwdin spin population.
Cartesian coordinates (Å):
Ti  -0.846  1.734  -0.129  1.034
C  -0.878  1.063  4.200  0.031
C  -0.602  1.542  2.811  0.207
N  -1.478  1.371  1.812  0.181
N  -2.685  0.769  2.069  0.014
C  -3.609  0.694  1.098  0.024
N  -4.814  0.190  1.488  0.015
S  -3.366  1.239  -0.469  0.010
C  0.567  2.253  2.430  0.090
C  1.554  2.732  3.328  0.045
C  2.555  3.535  2.853  0.040
C  2.597  3.888  1.491  0.084
C  1.638  3.371  0.657  0.019
N  0.675  2.549  1.104  0.127
H  -1.113  -0.007  4.207  0.008
H  -1.721  1.592  4.659  0.010
H  -0.023  1.204  4.854  0.000
H  -2.940  0.585  3.027  -0.001
H  -4.850  -0.418  2.290  0.001
H  -5.424  -0.070  0.731  0.001
H  1.498  2.498  4.381  0.001
H  3.300  3.925  3.534  0.001
H  3.350  4.561  1.108  0.005
H  1.602  3.592  -0.403  0.000
S  1.065  7.256  -4.653  -0.001
C  0.537  6.005  -3.713  0.000
S  0.935  4.353  -4.002  0.001
C  0.070  3.649  -2.658  0.003
C  -0.597  4.515  -1.863  0.003
S  -1.578  4.130  -0.467  0.012
S  -0.471  6.197  -2.327  0.000
S  0.139  1.909  -2.455  0.013
C  4.957  -1.416  -1.676  0.000
N  3.542  -1.987  -1.723  0.000
C  3.315  -2.853  -0.466  0.000
N  3.611  -2.127  0.716  0.000
C  4.962  -1.584  0.672  0.000
N  5.186  -0.700  -0.470  0.000
C  4.359  0.524  -0.384  0.001
P  2.525  0.218  -0.352  0.002
C  2.512  -0.894  -1.822  0.000
C  2.604  -1.080  0.966  0.000
H  5.063  -0.774  -2.551  0.000
H  5.629  -2.272  -1.750  0.000
H  3.455  -2.592  -2.539  0.000
H  3.985  -3.708  -0.584  0.000
H  2.268  -3.150  -0.496  0.000
H  5.674  -2.412  0.613  0.000
H  5.148  -1.026  1.588  0.000
H  4.603  1.167  -1.234  0.000
H  4.644  1.076  0.515  0.000
H  2.715  -0.312  -2.723  0.000
H  1.540  -1.374  -1.903  0.000
H  1.623  -1.546  1.045  0.000
H  2.830  -0.587  1.915  0.000
C  -6.234  -3.132  -1.036  0.000
C  -4.780  -2.761  -0.935  0.000
C  -4.092  -2.261  -2.032  0.000
C  -2.759  -1.876  -1.947  0.000
C  -2.026  -1.345  -3.146  0.000
C  -2.108  -2.001  -0.723  0.001
C  -2.760  -2.532  0.389  0.000
C  -2.024  -2.725  1.688  0.000
C  -4.094  -2.901  0.267  0.000
C  -0.668  -1.575  -0.573  0.003
O  0.218  -2.439  -0.637  0.003
O  -0.450  -0.340  -0.327  0.013
H  -6.563  -3.159  -2.074  0.000
H  -6.867  -2.409  -0.513  0.000
H  -6.427  -4.111  -0.594  0.000
H  -4.611  -2.154  -2.979  0.000
H  -2.699  -1.217  -3.993  0.000
H  -1.234  -2.035  -3.447  0.000
H  -1.571  -0.373  -2.940  0.000
H  -1.466  -1.827  1.965  0.000
H  -1.299  -3.537  1.610  0.000
H  -2.715  -2.966  2.497  0.000
H  -4.608  -3.322  1.127  0.000

Output
2S+1: 3
electronic energy: -5163.095711 Eh
HOMO level (spin up / spin down): -0.210 / -0.220 Eh

=====

(3)
The following is a DFT calculation (the ωB97M-V functional and the def2-TZVPD basis) of a 2-piece molecular cluster, C2H9NO overall in a non-equilibrium geometry.

Last column: Löwdin charge in e.
Cartesian coordinates (Å):
C  0.845  1.756  0.095  -0.103
N  0.141  0.468  -0.331  -0.163
C  0.914  -0.308  -1.397  -0.127
H  1.918  1.706  -0.177  0.069
H  0.546  2.483  -0.703  0.073
H  0.495  1.990  1.113  0.070
H  -0.711  0.430  -0.740  0.030
H  0.735  0.039  -2.415  0.062
H  0.708  -1.380  -1.405  0.065
H  1.986  -0.192  -1.208  0.061
O  -1.808  -1.721  1.470  -0.108
H  -1.051  -1.063  1.607  0.049
H  -1.701  -2.211  2.297  0.023

Output
2S+1: 1
electronic energy: -211.535297 Eh
structure (SMILES): CNC.O
HOMO level: -0.322 Eh